No. 1
Computed, not measured: an isolated molecule of C8H11O4PS at a distorted geometry, with ωB97M-V/def2-TZVPD.

Calculated values
Spin multiplicity: 1
Highest occupied orbital energy in eV: -9.4
E in hartree: -1351.93881
Energy relative to the best compared isomer or geometry (same formula, charge and spin) in kcal/mol: 0.0

Cartesian coordinates (Å):
C  3.54584  1.51504  -0.14684
C  3.36613  0.43574  0.70594
C  2.41685  2.04641  -0.77654
C  2.20002  -0.20832  0.85059
C  1.16374  1.37397  -0.65988
C  1.09190  0.26922  0.14967
C  -0.89020  -2.98780  -1.13346
C  -3.29990  0.64462  1.37405
O  -0.95282  -1.22496  1.34674
O  -1.63553  0.31400  -0.60683
O  -0.10410  -1.76579  -1.04545
O  -4.05512  1.72695  -0.95243
P  -0.40165  -0.67840  0.10714
S  -2.81625  1.57430  -0.18323
H  4.50946  1.79920  -0.26482
H  4.22135  0.14536  1.24730
H  2.63964  2.79709  -1.44823
H  2.13359  -1.11522  1.41961
H  0.16731  1.72990  -1.02997
H  -1.40315  -3.19379  -0.22690
H  -0.25704  -3.93107  -1.43165
H  -1.58766  -2.77637  -1.90106
H  -3.81127  -0.17945  0.92900
H  -3.89230  1.27658  1.87189
H  -2.34885  0.41279  1.80537

***

No. 2
Computed, not measured: a cluster of 4 separate species, C33H56N2O10S in total, with ωB97M-V/def2-TZVPD.

Calculated values
Spin multiplicity: 1
SMILES string: NC(=O)CCc1cccc2c1Sc1ccccc1N2.COCCOCCOC.COCCOCCOC.COCCOCCOC
Highest occupied orbital energy in eV: -8.1
E in hartree: -2550.95179
Energy relative to the best compared isomer or geometry (same formula, charge and spin) in kcal/mol: 89.5

Cartesian coordinates (Å):
N  5.18294  -0.16265  2.87860
C  4.15250  -0.08259  1.94457
O  4.22965  -0.57871  0.84135
C  2.94813  0.71441  2.37995
C  2.44965  1.62461  1.25190
C  1.27546  2.44394  1.71530
C  1.48616  3.61390  2.43834
C  0.42315  4.36587  2.90707
C  -0.87746  3.95516  2.66439
C  -1.11706  2.80029  1.93966
C  -0.04010  2.05110  1.46609
S  -0.37623  0.58412  0.52999
C  -1.82451  0.04788  1.38231
C  -2.07311  -1.31912  1.55517
C  -3.23875  -1.72804  2.17793
C  -4.14350  -0.78277  2.64266
C  -3.87714  0.57084  2.49393
C  -2.72029  0.99791  1.85762
N  -2.46386  2.39179  1.71040
H  4.85117  -0.40122  3.80485
H  5.86745  -0.84423  2.57037
H  2.13613  0.03166  2.64218
H  3.18101  1.31927  3.25592
H  3.25087  2.28870  0.92697
H  2.18321  1.00522  0.39991
H  2.50682  3.92052  2.62939
H  0.60768  5.26790  3.47294
H  -1.70559  4.53628  3.04360
H  -1.35126  -2.03601  1.18994
H  -3.42392  -2.78510  2.30742
H  -5.05525  -1.09957  3.13187
H  -4.58899  1.29567  2.86508
H  -2.83171  2.75888  0.84140
C  1.96831  -3.41541  -6.44924
O  2.39974  -2.61281  -5.37371
C  1.37494  -1.97352  -4.63649
C  1.52494  -2.15927  -3.14338
O  1.39389  -3.48104  -2.66386
C  2.40618  -4.42866  -2.94930
C  3.74621  -4.17209  -2.29358
O  4.40454  -3.03258  -2.80803
C  4.85195  -2.09562  -1.84468
H  1.88242  -2.83314  -7.37304
H  2.71425  -4.19570  -6.60203
H  1.00715  -3.89299  -6.23709
H  0.38971  -2.32052  -4.96528
H  1.42585  -0.89277  -4.82728
H  0.69703  -1.61267  -2.68316
H  2.44887  -1.69659  -2.78923
H  2.52643  -4.59062  -4.02285
H  2.02623  -5.36134  -2.52319
H  4.37386  -5.05205  -2.49067
H  3.60900  -4.09117  -1.20975
H  4.18503  -2.04430  -0.98598
H  4.87313  -1.11387  -2.31994
H  5.86465  -2.33847  -1.50527
C  4.31529  0.07551  -5.24486
O  5.05344  1.17088  -5.74600
C  4.54569  2.44803  -5.42276
C  5.58271  3.35307  -4.79371
O  6.04865  2.95000  -3.52072
C  6.88074  1.81182  -3.40501
C  8.28380  1.96704  -3.94816
O  8.32200  2.10910  -5.35480
C  9.08467  3.18951  -5.84059
H  3.52486  -0.23045  -5.93609
H  4.99801  -0.76447  -5.12015
H  3.87306  0.30517  -4.26915
H  3.68335  2.36479  -4.75205
H  4.20289  2.93344  -6.34649
H  5.08356  4.30859  -4.61060
H  6.40450  3.54679  -5.48679
H  6.40398  0.91518  -3.80623
H  6.98872  1.66394  -2.32680
H  8.83531  1.05787  -3.67461
H  8.77146  2.81745  -3.45915
H  9.04406  4.04942  -5.16484
H  8.66562  3.48727  -6.80206
H  10.13125  2.90366  -5.99126
C  -6.81530  0.83799  5.08085
O  -7.49377  -0.38045  5.29272
C  -7.78993  -0.69275  6.64039
C  -9.24102  -1.06311  6.85579
O  -10.17719  -0.02676  6.63971
C  -10.43154  0.42716  5.32466
C  -11.17114  -0.53951  4.42665
O  -10.41036  -1.68762  4.10487
C  -11.05875  -2.92495  4.29516
H  -5.73068  0.68809  5.11717
H  -7.08184  1.19466  4.08473
H  -7.10593  1.59891  5.81041
H  -7.52222  0.14097  7.29805
H  -7.18512  -1.55896  6.93854
H  -9.33790  -1.30144  7.91837
H  -9.49899  -1.96659  6.29896
H  -9.52557  0.79454  4.83781
H  -11.09565  1.28532  5.45863
H  -11.40069  -0.00198  3.49727
H  -12.11975  -0.82051  4.89647
H  -11.74478  -2.89476  5.14708
H  -10.29316  -3.67468  4.49597
H  -11.61387  -3.22590  3.40057

***

No. 3
Computed, not measured: a structure of composition C24H47N8O4P3S4SbSeSr, with ωB97M-V/def2-TZVPD.

Calculated values
Spin multiplicity: 2
<S²>: 0.7607
Highest occupied orbital energy (spin up / spin down) in eV: 0.4 / 0.4
E in hartree: -6971.25337
Charge: -2
Energy relative to the best compared isomer or geometry (same formula, charge and spin) in kcal/mol: 3.8

Cartesian coordinates (Å):
Sr  1.06610  -1.98279  -0.20447
C  -2.13462  2.90914  -1.25289
N  -1.69379  1.69554  -0.59740
C  -2.22424  1.18656  0.55488
C  -1.59427  -0.00484  0.78066
N  -0.69761  -0.22973  -0.22719
C  -0.77551  0.80434  -1.05091
P  0.07475  0.96493  -2.64522
C  1.85184  0.61964  -2.34233
N  2.41202  -0.48913  -1.88886
C  3.75971  -0.35307  -2.04573
C  4.02205  0.86219  -2.61224
N  2.81214  1.47325  -2.79888
C  2.61456  2.82060  -3.29263
C  -0.36846  -0.67050  -3.33828
N  -0.08227  -1.83929  -2.79026
C  -0.64684  -2.78560  -3.59604
C  -1.26237  -2.18140  -4.65430
N  -1.06400  -0.83861  -4.49543
C  -1.60894  0.18111  -5.36863
H  -2.62799  3.53309  -0.51051
H  -2.84133  2.66737  -2.04770
H  -1.27540  3.44442  -1.65462
H  -3.01387  1.64962  1.12431
H  -1.82210  -0.68481  1.59458
H  4.45211  -1.12052  -1.72761
H  4.94645  1.35424  -2.86137
H  3.59206  3.27190  -3.44694
H  2.06757  3.40752  -2.55592
H  2.06410  2.81868  -4.23286
H  -0.55710  -3.83739  -3.37967
H  -1.82506  -2.57417  -5.48319
H  -1.25186  0.01958  -6.38690
H  -1.27707  1.15681  -5.02436
H  -2.69581  0.14571  -5.32985
S  6.28368  -2.98594  -0.38677
Sb  4.23677  -3.54810  0.49329
S  3.26353  -1.72177  1.62978
S  2.68100  -4.23655  -1.11032
C  0.16661  1.90905  3.62923
C  1.54546  1.38825  3.30196
O  2.19770  2.20981  2.30400
P  2.13169  1.67405  0.75894
O  1.29891  2.87015  0.00895
C  1.51819  4.24951  0.32304
C  0.40632  4.77089  1.20834
O  3.60470  2.18661  0.26212
C  4.76867  1.56974  0.84227
C  5.51185  2.58225  1.68472
H  -0.31610  1.28171  4.38017
H  -0.47976  1.89248  2.75082
H  0.21629  2.92952  4.01567
H  1.50890  0.35575  2.94263
H  2.20108  1.40462  4.17337
H  1.53842  4.79128  -0.62740
H  2.49483  4.37240  0.79457
H  -0.56603  4.51750  0.78334
H  0.47205  5.85823  1.29922
H  0.46708  4.32966  2.20152
H  5.38060  1.20484  0.01611
H  4.48598  0.69265  1.42796
H  5.80640  3.44685  1.08503
H  6.41274  2.13080  2.10584
H  4.87819  2.92857  2.50231
C  -6.14433  -1.26895  0.14189
N  -5.67637  -0.82642  -1.17493
C  -4.44819  -0.82182  -1.70574
S  -4.14896  0.22316  -3.05247
N  -3.48263  -1.61351  -1.26341
C  -3.53327  -2.63671  -0.22003
H  -6.90868  -0.56193  0.46309
H  -5.37596  -1.24798  0.93351
H  -6.58974  -2.26518  0.08868
H  -6.28694  -0.21224  -1.68516
H  -2.58058  -1.40457  -1.66198
H  -4.42477  -3.25035  -0.35339
H  -3.53954  -2.20361  0.80220
H  -2.65408  -3.26742  -0.34578
Se  -4.02147  -0.99664  3.08565
C  -0.69475  -1.99273  3.78286
P  -0.43009  -3.44649  2.80981
C  -1.80029  -4.54180  3.18910
C  1.05295  -4.26778  3.42679
O  -0.33066  -3.20529  1.32147
H  -0.62594  -2.25344  4.84221
H  -1.73637  -1.61136  3.58237
H  0.05740  -1.23852  3.54763
H  -1.78722  -4.82161  4.24394
H  -1.73733  -5.43334  2.56359
H  -2.72718  -3.98676  2.99540
H  0.92932  -4.50753  4.48431
H  1.91020  -3.60598  3.29011
H  1.22473  -5.18243  2.85634

***

No. 4
Computed, not measured: a structure of composition C2Br3F3N2 at a distorted geometry, with ωB97M-V/def2-TZVPD.

Calculated values
Spin multiplicity: 1
Highest occupied orbital energy (spin up / spin down) in eV: -8.7 / -9.5
E in hartree: -8207.14886
Energy relative to the best compared isomer or geometry (same formula, charge and spin) in kcal/mol: 36.2

Cartesian coordinates (Å):
C  -0.07892  0.29245  1.09581
C  0.13684  0.95080  -0.10152
N  0.82700  -0.28185  1.77596
N  -0.54878  -0.76164  -1.66692
F  -1.45769  0.34444  1.26646
F  1.30543  1.34027  -0.59302
F  -0.85129  1.73857  -0.51323
Br  0.60024  -1.38008  3.15453
Br  0.34587  -2.29199  -1.24139
Br  -0.27870  0.04902  -3.17667